# C22H55NO7P2

6 unconnected molecules or ions with the total composition C22H55NO7P2 (ωB97M-V/def2-TZVPD, the Open Molecules 2025 dataset).

## Properties
HOMO level, eV: -8.1
Frontier orbital gap, Ha: 0.3209
Structure (SMILES): CP(C)[C@@H]1C[C@H](P(C)O)NC1=O.CC(C)O.CC(C)O.CC(C)O.CC(C)O.CC(C)O

Atoms and positions in Å:
C1 -4.8925 -1.9251 0.7259
P1 -5.5146 -0.1928 0.6625
C2 -4.0724 0.7171 1.3853
C3 -5.2732 0.1666 -1.1552
C4 -4.0100 -0.4042 -1.8097
C5 -3.4948 0.7043 -2.7621
P2 -1.6368 0.8564 -2.6376
C6 -1.3436 2.4594 -3.4892
O1 -1.2086 -0.1608 -3.8810
N1 -4.1947 1.9226 -2.3267
C7 -5.1561 1.6558 -1.3541
O2 -5.7853 2.5167 -0.7851
H1 -3.8104 -2.0017 0.6183
H2 -5.3584 -2.4872 -0.0830
H3 -5.1949 -2.3610 1.6766
H4 -3.4612 0.0409 1.9820
H5 -4.4366 1.5222 2.0198
H6 -3.4181 1.1534 0.6281
H7 -6.1830 -0.2086 -1.6292
H8 -4.1856 -1.3555 -2.3052
H9 -3.2492 -0.5582 -1.0400
H10 -3.7611 0.4563 -3.7938
H11 -0.5913 3.0041 -2.9235
H12 -0.9530 2.2679 -4.4865
H13 -2.2337 3.0774 -3.5800
H14 -0.7823 -0.9370 -3.5131
H15 -3.6271 2.7173 -2.0638
C8 2.6364 0.0331 -1.1015
C9 2.3628 0.0566 -2.5946
C10 3.6508 0.0905 -3.3984
O3 1.5543 1.1894 -2.9251
H16 3.1923 0.9258 -0.8137
H17 1.7026 0.0216 -0.5380
H18 3.2273 -0.8380 -0.8133
H19 1.7651 -0.8121 -2.8845
H20 4.1955 0.9978 -3.1291
H21 3.4448 0.1192 -4.4692
H22 4.2850 -0.7715 -3.1863
H23 2.0613 1.9714 -2.6722
C11 3.9211 2.5499 3.6715
C12 3.4373 1.2920 2.9676
C13 3.8582 0.0311 3.7025
O4 3.8874 1.2636 1.6133
H24 5.0141 2.5565 3.7198
H25 3.5990 3.4405 3.1318
H26 3.5377 2.6034 4.6914
H27 2.3483 1.3195 2.8885
H28 4.9491 -0.0334 3.7525
H29 3.4966 -0.8594 3.1904
H30 3.4733 0.0206 4.7230
H31 4.8511 1.2330 1.6186
C14 -8.3922 -3.0726 -3.2731
C15 -7.9024 -3.8266 -2.0474
C16 -8.8761 -4.9120 -1.6188
O5 -7.6404 -2.9273 -0.9709
H32 -9.3437 -2.5790 -3.0560
H33 -7.6729 -2.3076 -3.5659
H34 -8.5456 -3.7472 -4.1164
H35 -6.9317 -4.2781 -2.2651
H36 -9.8413 -4.4689 -1.3571
H37 -8.4975 -5.4421 -0.7452
H38 -9.0413 -5.6325 -2.4209
H39 -8.4664 -2.4922 -0.7298
C17 6.3382 4.5999 -2.1336
C18 5.2356 3.7187 -2.6957
C19 4.1926 4.5204 -3.4571
O6 4.6237 2.9501 -1.6581
H40 5.9188 5.3257 -1.4308
H41 7.0751 3.9982 -1.6021
H42 6.8442 5.1514 -2.9269
H43 5.6735 2.9728 -3.3628
H44 3.7115 5.2425 -2.7910
H45 3.4226 3.8623 -3.8620
H46 4.6437 5.0712 -4.2833
H47 4.2215 3.5601 -1.0281
C20 4.7801 -1.7790 7.2575
C21 4.3013 -3.0044 6.4954
C22 4.6864 -4.2941 7.2024
O7 4.7913 -2.9956 5.1551
H48 5.8711 -1.7897 7.3384
H49 4.4884 -0.8649 6.7412
H50 4.3673 -1.7569 8.2669
H51 3.2155 -2.9635 6.3861
H52 5.7749 -4.3688 7.2815
H53 4.3262 -5.1581 6.6446
H54 4.2713 -4.3309 8.2104
H55 5.7539 -3.0287 5.1942

Cartesian forces (eV/Å) of the 3 atoms listed first:
C 0.089 0.074 -0.242
P -0.217 0.089 0.097
C 0.051 0.015 -0.041

Partial charges, Löwdin, in e: atom 1 (C): -0.32, atom 2 (P): 0.92, atom 3 (C): -0.29, atom 4 (C): -0.39, atom 5 (C): -0.21, atom 6 (C): -0.45, atom 7 (P): 0.90, atom 8 (C): -0.26, atom 9 (O): -0.31, atom 10 (N): 0.07, atom 11 (C): -0.53, atom 12 (O): 0.06, atom 13 (H): 0.03, atom 14 (H): 0.01, atom 15 (H): 0.03, atom 16 (H): 0.03, atom 17 (H): 0.03, atom 18 (H): 0.03, atom 19 (H): 0.11, atom 20 (H): 0.11, atom 21 (H): 0.06, atom 22 (H): 0.11, atom 23 (H): 0.02, atom 24 (H): 0.04, atom 25 (H): 0.03, atom 26 (H): 0.03, atom 27 (H): 0.11, atom 28 (C): -0.06, atom 29 (C): -0.49, atom 30 (C): -0.05, atom 31 (O): -0.09, atom 32 (H): 0.05, atom 33 (H): 0.08, atom 34 (H): 0.08, atom 35 (H): 0.13, atom 36 (H): 0.06, atom 37 (H): 0.08, atom 38 (H): 0.08, atom 39 (H): 0.07, atom 40 (C): -0.06, atom 41 (C): -0.50, atom 42 (C): -0.06, atom 43 (O): -0.06, atom 44 (H): 0.08, atom 45 (H): 0.08, atom 46 (H): 0.08, atom 47 (H): 0.14, atom 48 (H): 0.08, atom 49 (H): 0.08, atom 50 (H): 0.07, atom 51 (H): 0.09, atom 52 (C): -0.06, atom 53 (C): -0.50, atom 54 (C): -0.06, atom 55 (O): -0.07, atom 56 (H): 0.08, atom 57 (H): 0.07, atom 58 (H): 0.08, atom 59 (H): 0.14, atom 60 (H): 0.08, atom 61 (H): 0.08, atom 62 (H): 0.08, atom 63 (H): 0.09, atom 64 (C): -0.06, atom 65 (C): -0.50, atom 66 (C): -0.05, atom 67 (O): -0.07, atom 68 (H): 0.08, atom 69 (H): 0.08, atom 70 (H): 0.08, atom 71 (H): 0.13, atom 72 (H): 0.08, atom 73 (H): 0.07, atom 74 (H): 0.08, atom 75 (H): 0.09, atom 76 (C): -0.06, atom 77 (C): -0.50, atom 78 (C): -0.06, atom 79 (O): -0.06, atom 80 (H): 0.08, atom 81 (H): 0.06, atom 82 (H): 0.08, atom 83 (H): 0.14, atom 84 (H): 0.08, atom 85 (H): 0.08, atom 86 (H): 0.08, atom 87 (H): 0.09

***

# C22H43NO8Rb

A molecular structure, C22H43NO8Rb in a non-equilibrium geometry (ωB97M-V/def2-TZVPD, the Open Molecules 2025 dataset).

## Properties
HOMO level, eV: -3.2
Frontier orbital gap, Ha: 0.1755
ΔE to the lowest compared entry with this formula, charge and spin, kcal/mol: 374.4
Charge: -1

Atoms and positions in Å:
Rb1 0.4253 1.0831 -0.7511
O1 -1.0762 -1.0785 1.5333
C1 0.2392 -0.8667 1.5244
O2 0.7446 -0.4130 0.4574
O3 0.9390 -1.0501 2.5458
H1 -1.1226 -0.7255 0.6417
C2 4.5244 2.3600 -1.9753
C3 2.9866 2.1198 -2.1246
C4 2.5745 1.9597 -3.6413
C5 3.0231 0.6920 -4.3835
C6 2.4565 -0.4952 -3.5891
C7 2.6655 -0.4629 -2.0275
N1 2.4916 0.8877 -1.4717
O4 2.5194 0.9495 0.0381
C8 4.1129 -1.0369 -1.7717
C9 1.5774 -1.4467 -1.4581
C10 2.2656 3.4000 -1.5889
H2 4.8277 2.3927 -0.9288
H3 4.8781 3.3177 -2.3571
H4 5.1898 1.5599 -2.2996
H5 3.0280 2.7374 -4.2558
H6 1.5001 2.0693 -3.7886
H7 4.1110 0.7230 -4.3250
H8 2.6961 0.7222 -5.4228
H9 3.0470 -1.2983 -4.0300
H10 1.4378 -0.7256 -3.9013
H11 4.0861 -2.1228 -1.8617
H12 4.4517 -0.7115 -0.7881
H13 4.8193 -0.6806 -2.5216
H14 1.7340 -1.5255 -0.3823
H15 1.6979 -2.4965 -1.7257
H16 0.5823 -1.0642 -1.6850
H17 2.6849 4.2734 -2.0883
H18 2.5748 3.6216 -0.5674
H19 1.1821 3.2898 -1.6313
C11 -4.0815 -1.5657 -1.2545
C12 -2.7377 -2.3193 -1.3071
O5 -2.4821 -3.0524 -2.2597
C13 -1.9031 -2.2594 -0.0664
H20 -3.9472 -0.4849 -1.2992
H21 -4.6149 -1.8104 -0.3360
H22 -4.6964 -1.8116 -2.1202
H23 -0.9427 -1.7692 -0.2261
H24 -1.6494 -3.3039 0.1142
H25 -2.3851 -1.7597 0.7740
C14 -1.8589 -1.9038 4.1056
C15 -2.0969 -3.2158 3.3619
O6 -2.0769 -4.3084 3.9270
C16 -2.5229 -3.2321 1.9017
H26 -2.5082 -1.1191 3.7172
H27 -0.8588 -1.5133 3.9172
H28 -1.9429 -2.0923 5.1758
H29 -3.4298 -2.6276 1.8853
H30 -2.7607 -4.2381 1.5560
H31 -1.6534 -2.8065 1.4009
C17 0.1975 1.4983 4.3812
C18 -1.2217 1.7363 3.9515
O7 -1.9275 2.6069 4.4447
C19 -1.7772 0.8904 2.8196
H32 0.3065 1.6126 5.4598
H33 0.8688 2.2132 3.9054
H34 0.5651 0.4878 4.2031
H35 -1.5848 1.3774 1.8636
H36 -2.8514 0.9101 3.0037
H37 -1.3942 -0.1301 2.8183
C20 -1.8525 2.4439 0.1982
C21 -2.1454 0.9765 0.1286
O8 -1.2903 0.1851 -0.1792
C22 -3.5408 0.5645 0.4785
H38 -1.1144 2.6450 -0.5782
H39 -1.3087 2.6036 1.1293
H40 -2.7180 3.1019 0.1209
H41 -3.9814 1.0573 1.3451
H42 -3.8115 -0.4913 0.4863
H43 -4.1441 0.9456 -0.3455

Cartesian forces (eV/Å) of the 3 atoms listed first:
Rb 1.000 12.142 -7.936
O 2.889 -1.080 3.791
C 5.618 0.404 2.291

Partial charges, Löwdin, in e: atom 1 (Rb): 1.63, atom 2 (O): -0.16, atom 3 (C): -0.73, atom 4 (O): -0.46, atom 5 (O): 0.03, atom 6 (H): -0.08, atom 7 (C): -0.04, atom 8 (C): -0.49, atom 9 (C): -0.15, atom 10 (C): -0.19, atom 11 (C): -0.14, atom 12 (C): -0.46, atom 13 (N): -0.41, atom 14 (O): -0.42, atom 15 (C): -0.03, atom 16 (C): -0.07, atom 17 (C): -0.08, atom 18 (H): 0.08, atom 19 (H): 0.07, atom 20 (H): 0.06, atom 21 (H): 0.10, atom 22 (H): 0.11, atom 23 (H): 0.10, atom 24 (H): 0.10, atom 25 (H): 0.10, atom 26 (H): 0.11, atom 27 (H): 0.07, atom 28 (H): 0.08, atom 29 (H): 0.06, atom 30 (H): 0.08, atom 31 (H): 0.09, atom 32 (H): 0.04, atom 33 (H): 0.08, atom 34 (H): 0.08, atom 35 (H): 0.02, atom 36 (C): -0.02, atom 37 (C): -0.38, atom 38 (O): 0.06, atom 39 (C): -0.12, atom 40 (H): 0.05, atom 41 (H): 0.09, atom 42 (H): 0.09, atom 43 (H): 0.11, atom 44 (H): 0.12, atom 45 (H): 0.05, atom 46 (C): 0.00, atom 47 (C): -0.40, atom 48 (O): 0.02, atom 49 (C): -0.06, atom 50 (H): 0.07, atom 51 (H): 0.07, atom 52 (H): 0.09, atom 53 (H): 0.11, atom 54 (H): 0.12, atom 55 (H): 0.04, atom 56 (C): 0.00, atom 57 (C): -0.43, atom 58 (O): 0.04, atom 59 (C): -0.03, atom 60 (H): 0.08, atom 61 (H): 0.10, atom 62 (H): 0.06, atom 63 (H): 0.04, atom 64 (H): 0.10, atom 65 (H): 0.04, atom 66 (C): -0.03, atom 67 (C): -0.45, atom 68 (O): -0.29, atom 69 (C): 0.00, atom 70 (H): 0.02, atom 71 (H): 0.10, atom 72 (H): 0.11, atom 73 (H): 0.10, atom 74 (H): 0.05, atom 75 (H): 0.10

***

# C4H6N2O

C4H6N2O in the gas phase in a non-equilibrium geometry (ωB97M-V/def2-TZVPD, the Open Molecules 2025 dataset).

## Properties
HOMO level, eV: -7.3
Frontier orbital gap, Ha: 0.3007
ΔE to the lowest compared entry with this formula, charge and spin, kcal/mol: 66.6
Structure (SMILES): Nc1cc[nH]c1O

Atoms and positions in Å:
N1 0.4290 0.5056 -2.0228
C1 -0.0505 0.1630 -0.7861
C2 -0.4856 -1.0891 -0.3138
C3 -0.8472 -0.9133 1.0201
N2 -0.7844 0.3999 1.3234
C4 -0.0605 1.0584 0.3164
O1 1.2127 1.2990 0.8873
H1 0.9674 1.3616 -2.0589
H2 0.7565 -0.2269 -2.6323
H3 -0.4451 -2.0357 -0.8343
H4 -1.2193 -1.6398 1.7283
H5 -0.7011 0.7823 2.2520
H6 1.3541 0.3835 1.2481

Cartesian forces (eV/Å) of the 3 atoms listed first:
N 0.223 -0.149 0.261
C 0.070 -0.066 0.045
C -0.143 -0.097 -0.078

Partial charges, Löwdin, in e: atom 1 (N): 0.13, atom 2 (C): -0.31, atom 3 (C): -0.04, atom 4 (C): -0.11, atom 5 (N): 0.03, atom 6 (C): -0.33, atom 7 (O): -0.03, atom 8 (H): 0.10, atom 9 (H): 0.10, atom 10 (H): 0.10, atom 11 (H): 0.11, atom 12 (H): 0.15, atom 13 (H): 0.11

***

# CH6S2

2 unconnected molecules or ions with the total composition CH6S2 in a non-equilibrium geometry (ωB97M-V/def2-TZVPD, the Open Molecules 2025 dataset).

## Properties
HOMO level, eV: -9.1
Frontier orbital gap, Ha: 0.3650
ΔE to the lowest compared entry with this formula, charge and spin, kcal/mol: 5.1
Structure (SMILES): CS.S

Atoms and positions in Å:
C1 1.2137 0.5117 -1.6488
S1 -0.1832 1.3605 -0.9093
H1 1.6810 -0.2247 -0.9951
H2 2.0210 1.2027 -1.8887
H3 0.9751 -0.0091 -2.5719
H4 0.4626 1.9188 0.1092
S2 -0.4605 -1.5712 1.6992
H5 -0.6680 -1.7615 0.4035
H6 -1.1746 -0.4211 1.7275

Cartesian forces (eV/Å) of the 3 atoms listed first:
C 1.312 -0.174 0.081
S -0.510 -0.130 -0.382
H -0.355 -0.084 0.226

Partial charges, Löwdin, in e: atom 1 (C): -0.52, atom 2 (S): 0.61, atom 3 (H): 0.02, atom 4 (H): 0.02, atom 5 (H): 0.03, atom 6 (H): -0.16, atom 7 (S): 0.45, atom 8 (H): -0.24, atom 9 (H): -0.22

***

- What is the frontier orbital gap in the fourth record?
  0.3650 Ha